14
Properties=species:S:1:pos:R:3 method="wB97M-V/def2-TZVPD" spin_multiplicity=1 energy_ha=-2993.2345 lumo_energy_ev=0.214 homo_energy_ev=-10.097 orbital_gap_ev=10.31 e_above_lowest_ev=0.126
C -0.8008 0.7947 -0.1957
C 0.5458 0.0460 -0.2247
O 1.4577 0.5320 -1.1041
O 1.0854 0.1876 1.0815
C 1.6570 -0.9744 1.5728
O 2.1407 -1.1734 2.6687
C 1.3742 -2.0203 0.5618
C 0.6690 -1.4771 -0.4093
Br -0.0422 -2.3171 -1.8379
H -0.6518 1.5434 0.6498
H -1.5825 0.0319 0.1324
H -0.9371 1.4678 -1.1357
H 1.6788 1.5188 -0.9439
H 1.5927 -3.0251 0.8448